This record from OMol25 describes 2 unconnected molecules or ions with the total composition C4H8N2O5S. The level of theory is the ωB97M-V functional and the def2-TZVPD basis.

ORCA input file:
```
! wB97M-V def2-TZVPD RIJCOSX def2/J DEFGRID3
* xyz 0 1
C 0.85 1.34 -0.93
N 0.51 0.49 0.17
C 1.30 -0.38 0.55
C 1.00 -1.41 1.59
C 2.50 -0.57 -0.18
N 3.35 -1.14 -0.72
O 4.21 -1.69 -1.26
H -0.03 1.69 -1.51
H 1.41 2.22 -0.53
H 1.67 1.01 -1.60
H -0.03 -1.13 2.14
H 1.78 -1.34 2.43
H 0.71 -2.38 1.09
O -3.94 -0.94 -0.27
S -2.54 -0.98 0.11
O -2.15 -1.51 1.38
O -2.21 0.53 -0.12
O -1.63 -1.72 -0.96
H -1.24 0.63 0.05
H -2.26 -1.70 -1.73
*
```

Output
SMILES string: C/N=C(/C)C#[N+][O-].O=S(=O)(O)O
Orbital gap: 0.374 Ha
Relative energy (zero: lowest compared OMol25 entry of this formula, charge and spin): 2.595 eV
LUMO: -0.0023 Eh
E_tot: -28326.5006 eV
HOMO: -0.3764 Eh

=====

This record from OMol25 describes a molecular structure, C4H8N2OS. The level of theory is the ωB97M-V functional and the def2-TZVPD basis.

ORCA input file:
```
! wB97M-V def2-TZVPD RIJCOSX def2/J DEFGRID3
* xyz 0 1
C 0.38 1.39 -1.61
C -0.89 0.47 -1.46
C 0.69 1.42 -0.09
C 0.17 -0.39 1.69
H 1.68 -0.30 -1.26
H 1.11 -0.02 -3.11
H 0.31 2.31 -2.24
H -1.27 -0.11 -2.38
H -1.76 1.08 -1.29
H 0.09 2.16 0.47
H 1.70 1.69 -0.25
H 0.59 0.31 2.42
N 1.47 0.64 -2.17
N 0.26 0.18 0.44
O -0.72 -0.40 -0.39
S -0.68 -1.69 1.98
*
```

Output
Orbital gap: 0.329 Ha
Relative energy (zero: lowest compared OMol25 entry of this formula, charge and spin): 5.340 eV
LUMO: 0.0233 Eh
E_tot: -20135.4947 eV
HOMO: -0.3058 Eh

=====

This record from OMol25 describes C4H8N2OS in the gas phase. The level of theory is the ωB97M-V functional and the def2-TZVPD basis.

ORCA input file:
```
! wB97M-V def2-TZVPD RIJCOSX def2/J DEFGRID3
* xyz 0 1
N 1.00 -1.79 0.40
N 0.32 -2.28 -0.73
C -0.62 -1.48 -1.27
C -1.03 -0.19 -0.33
C -0.23 1.01 -0.32
C 0.13 1.66 1.15
O -0.25 1.25 2.18
S 1.21 3.15 1.20
H 1.43 -2.53 0.81
H 0.44 -1.41 1.20
H -1.10 -1.82 -2.24
H -2.05 0.04 -0.62
H -1.10 -0.83 0.68
H -0.53 1.70 -1.17
H 0.70 0.70 -0.71
H 1.69 2.82 -0.22
*
```

Output
SMILES string: N/N=C\CCC(=O)S
Orbital gap: 0.357 Ha
Relative energy (zero: lowest compared OMol25 entry of this formula, charge and spin): 3.470 eV
LUMO: 0.0175 Eh
E_tot: -20137.3643 eV
HOMO: -0.3399 Eh

=====

This record from OMol25 describes C4H8N2OS in the gas phase. The level of theory is the ωB97M-V functional and the def2-TZVPD basis.

ORCA input file:
```
! wB97M-V def2-TZVPD RIJCOSX def2/J DEFGRID3
* xyz 0 1
C 1.57 1.19 0.22
C 0.64 0.19 -0.56
N -0.54 0.94 -1.05
N -1.64 0.49 -0.28
C -1.36 -0.48 0.58
S -2.34 -1.05 1.79
C 0.08 -0.95 0.33
O 0.00 -2.18 -0.35
H 2.52 0.61 0.59
H 1.90 1.99 -0.42
H 1.10 1.57 1.11
H 1.20 -0.34 -1.31
H -0.67 0.66 -1.96
H -2.37 1.11 -0.06
H 0.59 -1.05 1.31
H -0.67 -2.70 0.08
*
```

Output
SMILES string: C[C@@H]1NNC(=S)[C@H]1O
Orbital gap: 0.337 Ha
Relative energy (zero: lowest compared OMol25 entry of this formula, charge and spin): 1.343 eV
LUMO: 0.0227 Eh
E_tot: -20139.4918 eV
HOMO: -0.3139 Eh

=====

This record from OMol25 describes C4H8N2OS in the gas phase. The level of theory is the ωB97M-V functional and the def2-TZVPD basis.

ORCA input file:
```
! wB97M-V def2-TZVPD RIJCOSX def2/J DEFGRID3
* xyz 0 1
C 3.01 -0.59 -0.02
C 1.78 -0.21 0.21
N 0.71 -0.96 -0.17
C -0.64 -0.76 -0.08
S -1.68 -2.09 -0.13
N -1.10 0.50 0.12
C -2.52 0.74 0.17
O -0.42 1.46 -0.64
H 3.88 -0.04 0.37
H 3.26 -1.50 -0.64
H 1.45 0.73 0.70
H 0.97 -1.89 -0.48
H -2.99 0.20 1.00
H -2.63 1.81 0.34
H -2.98 0.43 -0.76
H -0.09 2.15 -0.01
*
```

Output
SMILES string: C=CNC(=S)N(C)O
Orbital gap: 0.317 Ha
Relative energy (zero: lowest compared OMol25 entry of this formula, charge and spin): 2.534 eV
LUMO: 0.0144 Eh
E_tot: -20138.3000 eV
HOMO: -0.3025 Eh

=====

This record from OMol25 describes C4H8N2S in the gas phase. The level of theory is the ωB97M-V functional and the def2-TZVPD basis.

ORCA input file:
```
! wB97M-V def2-TZVPD RIJCOSX def2/J DEFGRID3
* xyz 0 1
C -1.95 -1.90 -0.24
N -2.01 -0.84 0.42
N -0.99 0.34 0.22
C 0.38 0.28 -0.31
C 0.90 1.74 -0.20
C 1.33 -0.39 0.51
S 2.41 -1.66 0.03
H -1.30 -1.99 -1.21
H -2.83 -2.64 -0.15
H -0.89 0.68 1.19
H 0.45 0.10 -1.52
H 1.72 1.89 -0.86
H 1.06 1.91 0.89
H 0.17 2.47 -0.47
H 1.55 0.01 1.71
*
```

Output
SMILES string: C=NN[C@@H](C)C=S
Orbital gap: 0.301 Ha
Relative energy (zero: lowest compared OMol25 entry of this formula, charge and spin): 5.120 eV
LUMO: -0.0229 Eh
E_tot: -18088.6225 eV
HOMO: -0.3243 Eh

=====

This record from OMol25 describes C4H8N2S in the gas phase. The level of theory is the ωB97M-V functional and the def2-TZVPD basis.

ORCA input file:
```
! wB97M-V def2-TZVPD RIJCOSX def2/J DEFGRID3
* xyz 0 1
C -1.21 1.12 0.99
C -0.77 0.96 -0.38
C -0.84 -0.46 -0.84
N 0.43 0.18 -0.76
C 1.55 -0.15 0.06
N 1.59 -1.58 -0.09
S 2.47 0.88 0.97
H -0.69 0.18 1.39
H -0.87 2.06 1.41
H -2.35 1.01 1.14
H -0.87 1.63 -1.10
H -1.17 -0.50 -1.88
H -1.06 -1.35 -0.14
H 2.56 -1.95 0.18
H 1.23 -2.03 -0.96
*
```

Output
SMILES string: C[C@@H]1CN1C(N)=S
Orbital gap: 0.345 Ha
Relative energy (zero: lowest compared OMol25 entry of this formula, charge and spin): 2.735 eV
LUMO: 0.0289 Eh
E_tot: -18091.0076 eV
HOMO: -0.3161 Eh

=====

This record from OMol25 describes C4H8N2S in the gas phase. The level of theory is the ωB97M-V functional and the def2-TZVPD basis.

ORCA input file:
```
! wB97M-V def2-TZVPD RIJCOSX def2/J DEFGRID3
* xyz 0 1
C -1.60 0.99 1.86
S -1.81 -0.10 0.44
C -0.24 -1.10 -0.09
N 0.93 -0.47 -0.68
C 0.82 0.66 -1.81
C 2.03 -1.18 -0.40
N 2.72 -1.89 0.21
H -2.59 1.10 2.29
H -0.93 0.62 2.67
H -1.11 1.89 1.60
H -0.02 -1.47 0.86
H -0.72 -1.92 -0.59
H -0.15 1.08 -1.83
H 1.60 1.51 -1.70
H 1.08 0.29 -2.82
*
```

Output
SMILES string: CSCN(C)C#N
Orbital gap: 0.357 Ha
Relative energy (zero: lowest compared OMol25 entry of this formula, charge and spin): 2.979 eV
LUMO: 0.0219 Eh
E_tot: -18090.7634 eV
HOMO: -0.3355 Eh